1.
C38H40CoFN6O6 | ωB97M-V with the def2-TZVPD basis set

Properties
- Orbital gap (alpha / beta): 5.525 / 5.502 eV
- Total energy: -3734.45119 a.u.
- Multiplicity: 2
- Charge: +1
- LUMO (alpha / beta): -3.25 / -3.25 eV
- Highest occupied orbital energy (alpha / beta): -8.7737 / -8.7515 eV

The geometry in XYZ format:
```
92
Properties=species:S:1:pos:R:3:lowdin_spin:R:1
Co 0.7632 -0.6287 -0.1713 1.026
C 3.0738 -5.4423 -6.1004 0.000
O 2.5746 -4.9387 -4.8746 0.000
C 2.4376 -5.8146 -3.8417 0.000
C 2.7089 -7.1696 -3.9091 0.000
C 2.5553 -7.9644 -2.7764 0.000
C 2.1554 -7.3990 -1.5821 0.000
C 1.8942 -6.0348 -1.5065 0.000
C 2.0061 -5.2368 -2.6343 0.000
N 1.7718 -3.8517 -2.6580 0.000
C 1.1687 -3.1021 -1.6762 0.001
N 0.0929 -3.6618 -1.1128 0.000
C -0.5831 -3.2355 0.0377 -0.002
C -0.4229 -1.9638 0.5711 -0.025
C -1.1503 -1.7137 1.7510 -0.003
C -1.9823 -2.6521 2.3282 -0.001
C -2.1460 -3.9096 1.7502 0.000
C -1.4371 -4.2009 0.6049 -0.001
O -1.4825 -5.3971 -0.0620 0.000
C -2.3282 -6.4043 0.4573 0.000
N 1.5945 -1.9012 -1.3816 -0.007
C 2.8464 -1.5489 -1.9765 0.001
C 2.9115 -0.6498 -3.0229 -0.001
C 4.1333 -0.2951 -3.5793 0.000
C 5.2933 -0.8534 -3.0774 -0.001
C 5.2466 -1.7665 -2.0298 0.000
C 4.0247 -2.1182 -1.4750 0.000
O 3.8616 -3.0123 -0.4641 0.001
C 5.0177 -3.6659 0.0230 0.000
H 3.1319 -4.5908 -6.7722 0.000
H 2.4006 -6.1923 -6.5224 0.000
H 4.0692 -5.8745 -5.9732 0.000
H 3.0373 -7.6165 -4.8362 0.000
H 2.7628 -9.0241 -2.8390 0.000
H 2.0552 -8.0084 -0.6940 0.000
H 1.6135 -5.5932 -0.5603 0.000
H 2.3515 -3.3358 -3.3035 0.000
H -0.1962 -4.5554 -1.4807 0.000
H -1.0451 -0.7526 2.2372 0.000
H -2.5151 -2.4201 3.2429 0.000
H -2.8022 -4.6386 2.2035 0.000
H -2.2249 -7.2577 -0.2074 0.000
H -3.3708 -6.0771 0.4705 0.000
H -2.0256 -6.6919 1.4673 0.000
H 1.9886 -0.2111 -3.3814 0.000
H 4.1739 0.4218 -4.3879 0.000
H 6.2535 -0.5795 -3.4948 0.000
H 6.1652 -2.1912 -1.6516 0.000
H 4.6731 -4.3483 0.7952 0.000
H 5.7240 -2.9543 0.4579 0.000
H 5.5135 -4.2354 -0.7679 0.000
C -0.1646 6.9369 -0.3666 0.000
C 0.5334 6.2629 0.8043 0.000
N 0.3038 4.8173 0.8377 -0.001
C 1.2357 3.9954 0.3047 0.000
C 1.1387 2.6425 0.2171 0.000
C 2.3303 1.9019 -0.3860 0.002
O 3.2860 2.5832 -0.7322 0.002
O 2.2162 0.6403 -0.4857 0.006
C -0.0315 2.0021 0.7140 0.000
O -0.2664 0.7764 0.7051 0.003
C -1.0491 2.8850 1.2910 0.000
C -2.2179 2.3144 1.8065 0.000
C -3.1724 3.1199 2.3573 0.000
F -4.2782 2.5712 2.9063 0.000
C -3.0326 4.5101 2.3919 0.000
C -1.8815 5.0765 1.8825 0.000
C -0.8661 4.2757 1.3382 0.000
N -4.0276 5.3650 2.9623 0.000
C -3.9316 5.5902 4.4000 0.000
C -4.4536 7.0098 4.6755 0.000
N -5.3550 7.3935 3.5313 0.000
C -6.2698 6.2637 3.1630 0.000
C -5.4122 5.1323 2.5682 0.000
H 0.0277 8.0096 -0.3505 0.000
H -1.2434 6.7782 -0.3390 0.000
H 0.2082 6.5393 -1.3102 0.000
H 0.2257 6.6868 1.7608 0.000
H 1.6099 6.4059 0.7362 0.000
H 2.1419 4.4554 -0.0725 0.000
H -2.3423 1.2400 1.7749 0.000
H -1.7992 6.1539 1.8949 0.000
H -2.8949 5.5145 4.7177 0.000
H -4.5067 4.8491 4.9690 0.000
H -3.6534 7.7462 4.7064 0.000
H -5.0395 7.0770 5.5901 0.000
H -4.7569 7.5821 2.7240 0.000
H -5.8800 8.2381 3.7530 0.000
H -7.0131 6.6339 2.4614 0.000
H -6.7725 5.9667 4.0816 0.000
H -5.4662 5.1378 1.4795 0.000
H -5.8127 4.1792 2.9227 0.000
```

2.
C11H11O2 | ωB97M-V with the def2-TZVPD basis set

Properties
- Orbital gap (alpha / beta): 7.401 / 6.904 eV
- Total energy: -575.74882 a.u.
- Charge: +1
- LUMO (alpha / beta): -5.96 / -6.06 eV
- Highest occupied orbital energy (alpha / beta): -13.3600 / -12.9640 eV

The geometry in XYZ format:
```
24
Properties=species:S:1:pos:R:3:lowdin_charge:R:1
C -3.1390 -1.3515 -0.0791 -0.058
C -1.8693 -1.8241 -0.4304 -0.057
C -3.2941 0.0272 -0.0611 -0.062
C -0.7876 -0.9495 -0.6906 -0.103
C -2.2406 0.9277 -0.2227 -0.068
C -1.0552 0.3642 -0.5286 0.068
C 2.1512 -0.8791 -1.2516 0.015
C 2.3904 -1.0982 0.2089 -0.357
C 2.1721 0.0142 1.1731 -0.072
C 2.0793 1.3889 0.4756 -0.088
C 1.5739 1.2526 -0.8898 0.006
O 2.9164 -2.1879 0.4178 0.140
O 1.6599 0.2254 -1.7108 0.099
H -3.9257 -2.1027 0.1628 0.133
H -1.5656 -2.9550 -0.6480 0.163
H -4.2573 0.5000 0.2603 0.138
H 0.1525 -1.4780 -0.9215 0.094
H -2.5271 1.8973 -0.2083 0.082
H 2.5906 -1.5943 -1.9760 0.183
H 1.2372 -0.2166 1.7667 0.163
H 2.9048 -0.1830 1.9324 0.134
H 1.5814 2.0523 1.1285 0.125
H 3.1134 1.8889 0.4005 0.187
H 1.2262 2.1251 -1.3296 0.134
```

3.
C17H11N6O5RuSi | ωB97M-V with the def2-TZVPD basis set

Properties
- Orbital gap (alpha / beta): 7.875 / 7.260 eV
- Total energy: -1743.64667 a.u.
- Multiplicity: 2
- Charge: -2
- LUMO (alpha / beta): 4.81 / 4.37 eV
- Highest occupied orbital energy (alpha / beta): -3.0615 / -2.8947 eV

The geometry in XYZ format:
```
41
Properties=species:S:1:pos:R:3:lowdin_spin:R:1
Ru 1.7227 1.0237 -0.5742 0.900
O 3.3226 3.0071 -3.6360 -0.001
C 2.7313 2.6212 -2.6562 0.002
O 2.3785 1.3872 -2.4279 0.015
C 2.2769 3.6059 -1.4985 0.005
O 2.4660 4.7972 -1.5978 0.010
O 1.6963 3.0237 -0.4830 0.034
N 1.4394 0.8387 1.3985 -0.002
C 1.2795 0.8097 2.5443 0.009
C 1.0864 0.7706 3.9217 0.009
C -0.1829 1.0788 4.4647 0.002
N -1.2184 1.3236 4.9166 0.004
C 2.1554 0.4443 4.7879 0.002
N 3.0203 0.1748 5.5058 0.005
C -1.0517 1.7742 -2.3783 -0.004
Si -0.5620 1.1744 -0.6578 -0.018
C -1.3116 2.3731 0.5801 -0.004
C -1.4223 -0.4965 -0.3917 -0.003
C -2.1398 -1.1255 -1.4105 -0.001
C -2.7553 -2.3569 -1.2148 0.000
C -2.6670 -2.9885 0.0166 -0.001
C -1.9648 -2.3800 1.0488 0.000
C -1.3530 -1.1528 0.8419 -0.001
H -2.1338 1.9291 -2.4443 -0.001
H -0.7447 1.0773 -3.1602 0.000
H -0.5562 2.7279 -2.5738 0.000
H -2.3887 2.4544 0.4057 -0.001
H -0.8528 3.3569 0.4672 0.000
H -1.1657 2.0484 1.6117 0.000
H -2.2068 -0.6567 -2.3859 0.000
H -3.2934 -2.8278 -2.0299 0.000
H -3.1305 -3.9560 0.1698 0.000
H -1.8728 -2.8728 2.0088 0.000
H -0.7903 -0.7087 1.6543 0.000
O 1.8277 -0.9877 -0.9635 0.009
N 1.5066 -1.8600 -0.0804 -0.001
C 1.4342 -3.0935 -0.5166 0.014
C 1.0822 -4.1104 0.4244 0.002
N 0.8140 -4.9598 1.1540 0.007
C 1.6606 -3.4751 -1.8803 0.002
N 1.8640 -3.8135 -2.9611 0.006
```